8
Properties=species:S:1:pos:R:3 method="wB97M-V/def2-TZVPD" lumo_ev="-4.95 / -6.71" orbital_gap_ev="4.75 / 8.72" de_lowest_kj_mol=0.0 s_squared=3.762 spin_multiplicity=4 charge=+1 homo_energy_ev="-9.70 / -15.43"
C -0.32 0.05 -0.43
Pd 0.46 1.13 -1.65
O 0.91 0.58 2.33
H -1.24 -0.32 0.02
Li -1.76 0.86 -2.01
H 1.09 -1.27 1.22
H 0.08 -0.72 -1.09
C 0.78 -0.33 1.62

94
Properties=species:S:1:pos:R:3 method="wB97M-V/def2-TZVPD" lumo_ev=1.58 orbital_gap_ev=3.06 de_lowest_kj_mol=94.4 charge=-1 homo_energy_ev=-1.49
C 3.96 -2.09 1.46
Cl -1.35 2.65 -2.62
H -2.79 -3.57 5.01
H -5.38 9.88 -5.18
H -6.63 11.08 -5.51
Cl -3.86 3.93 -5.06
H -2.76 -1.80 4.89
H 7.88 -0.05 1.49
H -1.49 -5.88 -0.87
H -1.14 -4.33 -0.10
C -2.23 1.17 -4.74
H 3.98 2.07 2.32
H 1.98 -1.26 4.19
C 7.92 0.73 0.73
H 2.22 -2.91 0.33
H -7.38 8.96 -6.42
Cl 1.02 -3.32 -1.72
H -8.39 9.32 -5.03
C -2.67 -2.73 4.32
H -0.23 1.98 -4.58
H 3.65 0.40 0.13
Cl -1.02 -2.82 3.67
H 4.11 0.81 5.33
C 3.27 1.25 2.08
C -0.70 -5.15 -0.67
H -4.84 6.63 -4.64
H 3.54 -2.17 4.19
C -0.11 -4.67 -1.97
H -4.71 -2.89 3.68
N 3.86 0.05 2.60
H -2.24 1.05 -5.82
H 2.34 1.78 7.65
H -2.56 -8.56 0.03
H -0.70 -0.32 1.20
H -1.11 -1.79 0.36
H 2.10 -2.78 3.34
C 2.67 -1.87 3.60
H 0.47 -1.65 1.08
C 3.81 1.55 6.07
C -3.58 -8.27 -0.20
H 2.12 -0.87 1.81
C 1.36 0.34 -0.81
H 4.56 -1.53 0.74
H 3.78 -3.58 -0.08
C -3.71 -2.82 3.24
C 3.17 -3.23 0.76
Cl -2.72 7.11 -5.55
C -4.27 -7.68 1.01
C -7.38 9.08 -5.34
H 7.86 0.92 -1.42
O 2.03 0.41 -1.79
H 3.43 2.20 0.12
H -2.44 5.04 -3.54
Cl 6.59 -1.00 -0.91
H 8.82 1.32 0.90
H 0.41 -5.46 -2.49
Cl 2.79 -0.53 7.53
C 0.16 -0.56 -0.83
H 8.86 -0.40 -0.82
Cl -1.78 -0.40 -4.05
C -0.29 -1.09 0.54
H -5.25 -7.28 0.76
H -3.70 7.24 -3.43
H -4.39 -8.45 1.77
Cl -6.94 7.51 -4.64
H 4.67 -2.54 2.17
H 2.29 1.50 2.55
H 3.59 2.48 5.56
H -4.09 4.89 -2.94
H 0.29 -1.41 -1.51
C -1.26 2.26 -4.35
H -4.13 -9.14 -0.55
C -3.49 5.15 -3.81
C 2.58 1.10 6.84
Cl -3.31 -6.37 1.74
Cl -6.50 10.57 -3.23
C 7.93 0.14 -0.66
H 1.73 1.05 6.16
H -0.91 -4.30 -2.62
C 3.07 1.24 0.50
Cl 0.51 -5.95 0.36
Cl 6.53 1.79 0.99
O 1.65 1.09 0.25
H -3.24 1.40 -4.42
H -3.56 -3.69 2.61
Cl -3.72 -1.37 2.19
C -6.40 10.17 -4.96
H -1.49 3.17 -4.89
C 3.07 -1.12 2.31
H 3.04 -4.09 1.42
H -0.68 0.02 -1.23
Cl -3.53 -7.11 -1.56
Cl 5.19 1.86 7.16
C -3.82 6.55 -4.26

15
Properties=species:S:1:pos:R:3 method="wB97M-V/def2-TZVPD" lumo_ev=1.05 orbital_gap_ev=9.52 de_lowest_kj_mol=379.1 homo_energy_ev=-8.47
H 1.99 1.06 0.56
H 0.85 0.53 -1.62
H 1.11 -0.11 1.58
H -1.04 2.61 -0.68
N -0.42 1.91 -0.29
N -2.25 -2.27 0.84
C -1.92 -1.17 0.59
H 2.47 -0.66 0.58
C 0.58 -0.40 -0.38
O 0.43 -1.56 -0.73
C -0.20 0.70 -0.96
H -2.29 -3.26 0.92
C 1.63 0.03 0.62
H -1.06 0.41 -1.56
H 0.12 2.19 0.51

74
Properties=species:S:1:pos:R:3 method="wB97M-V/def2-TZVPD" lumo_ev=-4.52 orbital_gap_ev=5.09 de_lowest_kj_mol=0.0 charge=+1 homo_energy_ev=-9.60
C 2.53 1.15 4.25
H 1.06 5.11 8.18
H -5.14 5.23 8.04
H 2.13 3.80 4.79
H -2.12 -3.50 7.26
C 1.13 5.29 6.01
C -4.77 -2.75 7.33
H -5.28 -2.28 8.18
H 0.67 7.22 5.09
C 1.16 1.18 3.69
H -2.66 -0.57 3.72
C -3.23 5.84 3.16
H -0.18 -2.03 6.58
H 2.97 2.16 4.33
H 3.08 5.27 5.11
H 2.69 5.26 7.49
C -4.30 5.29 7.35
H -0.59 1.41 6.01
H -2.84 1.14 -0.27
C -0.02 0.66 4.23
C -2.73 0.14 6.03
H -4.38 1.94 6.56
H -4.68 5.68 6.39
H -5.00 3.27 5.55
H 1.77 5.31 3.92
C -1.01 0.71 3.16
C -4.74 2.97 6.57
H -5.52 -2.85 6.54
H 2.51 0.68 5.25
C -2.41 4.63 5.09
H 0.18 6.15 3.43
C -0.39 1.38 2.07
C 2.07 4.89 4.88
C -3.49 5.03 4.30
C -2.25 0.09 2.96
H -1.72 6.85 1.97
C -0.83 5.81 3.67
H 3.17 0.55 3.58
P -1.02 4.20 7.23
H -5.65 3.00 7.19
H -0.50 2.11 0.05
H -2.89 1.11 5.56
N 0.92 1.61 2.42
N -0.20 4.65 5.82
H -3.57 6.00 7.75
C -1.02 1.56 0.83
H -2.84 2.37 8.50
H -4.84 -0.23 6.40
C 1.70 4.80 7.35
H -4.51 4.77 4.55
C -1.91 6.22 2.85
C -2.31 1.01 0.68
C -3.60 -1.94 6.89
C -3.81 -0.62 6.46
C 0.98 6.81 6.06
H 1.81 3.71 7.37
H -4.47 -3.75 7.64
H 0.26 7.11 6.83
H 1.96 7.24 6.31
N -2.47 3.98 6.36
H 1.65 2.00 1.80
C -2.30 -2.46 6.94
H -3.88 -0.21 1.55
C -1.42 -0.38 6.08
C -3.30 3.36 8.57
H -4.20 3.28 9.19
H -4.06 6.17 2.53
C -1.21 -1.66 6.58
H -2.60 4.05 9.07
C -1.10 5.01 4.78
C -3.70 3.90 7.19
C -2.90 0.26 1.72
H 0.69 0.27 6.22
C -0.24 0.48 5.68

What did the fourth record say?
74
Properties=species:S:1:pos:R:3 method="wB97M-V/def2-TZVPD" lumo_ev=-4.52 orbital_gap_ev=5.09 de_lowest_kj_mol=0.0 charge=+1 homo_energy_ev=-9.60
C 2.53 1.15 4.25
H 1.06 5.11 8.18
H -5.14 5.23 8.04
H 2.13 3.80 4.79
H -2.12 -3.50 7.26
C 1.13 5.29 6.01
C -4.77 -2.75 7.33
H -5.28 -2.28 8.18
H 0.67 7.22 5.09
C 1.16 1.18 3.69
H -2.66 -0.57 3.72
C -3.23 5.84 3.16
H -0.18 -2.03 6.58
H 2.97 2.16 4.33
H 3.08 5.27 5.11
H 2.69 5.26 7.49
C -4.30 5.29 7.35
H -0.59 1.41 6.01
H -2.84 1.14 -0.27
C -0.02 0.66 4.23
C -2.73 0.14 6.03
H -4.38 1.94 6.56
H -4.68 5.68 6.39
H -5.00 3.27 5.55
H 1.77 5.31 3.92
C -1.01 0.71 3.16
C -4.74 2.97 6.57
H -5.52 -2.85 6.54
H 2.51 0.68 5.25
C -2.41 4.63 5.09
H 0.18 6.15 3.43
C -0.39 1.38 2.07
C 2.07 4.89 4.88
C -3.49 5.03 4.30
C -2.25 0.09 2.96
H -1.72 6.85 1.97
C -0.83 5.81 3.67
H 3.17 0.55 3.58
P -1.02 4.20 7.23
H -5.65 3.00 7.19
H -0.50 2.11 0.05
H -2.89 1.11 5.56
N 0.92 1.61 2.42
N -0.20 4.65 5.82
H -3.57 6.00 7.75
C -1.02 1.56 0.83
H -2.84 2.37 8.50
H -4.84 -0.23 6.40
C 1.70 4.80 7.35
H -4.51 4.77 4.55
C -1.91 6.22 2.85
C -2.31 1.01 0.68
C -3.60 -1.94 6.89
C -3.81 -0.62 6.46
C 0.98 6.81 6.06
H 1.81 3.71 7.37
H -4.47 -3.75 7.64
H 0.26 7.11 6.83
H 1.96 7.24 6.31
N -2.47 3.98 6.36
H 1.65 2.00 1.80
C -2.30 -2.46 6.94
H -3.88 -0.21 1.55
C -1.42 -0.38 6.08
C -3.30 3.36 8.57
H -4.20 3.28 9.19
H -4.06 6.17 2.53
C -1.21 -1.66 6.58
H -2.60 4.05 9.07
C -1.10 5.01 4.78
C -3.70 3.90 7.19
C -2.90 0.26 1.72
H 0.69 0.27 6.22
C -0.24 0.48 5.68